Entry 1:
Molecular formula: C20H28N4O2S
Method: DFT, ωB97M-V/def2-TZVPD

Values from the calculation:
frontier orbital gap = 8.1 eV
energy above the lowest of the compared OMol25 structures with the same formula, charge and spin = 0.6527 eV
structure (SMILES) = COC(=O)c1sc2nc(N3CCCCC3)c3c(c2c1N)CC(C)(C)N(C)C3
calculated total energy = -42086.4869 eV

```
! RIJCOSX wB97M-V def2-TZVPD def2/J DEFGRID3
* xyz 0 1
C 1.445 -1.281 -6.389
O 1.024 -0.761 -5.142
C 1.266 -1.537 -4.069
O 1.819 -2.624 -4.151
C 0.826 -0.938 -2.842
S 0.090 0.651 -2.822
C 0.001 0.583 -1.091
N -0.510 1.571 -0.388
C -0.573 1.448 0.933
N -1.054 2.542 1.610
C -1.139 3.784 0.867
C -2.420 3.880 0.026
C -3.556 3.133 0.731
C -3.352 3.205 2.241
C -2.092 2.412 2.620
C -0.066 0.297 1.602
C 0.457 -0.739 0.855
C 0.500 -0.618 -0.552
C 0.991 -1.488 -1.579
N 1.499 -2.741 -1.410
C 1.018 -1.955 1.526
C 0.666 -2.063 3.018
C 1.579 -3.127 3.636
C -0.797 -2.522 3.166
N 0.943 -0.748 3.595
C 1.017 -0.682 5.038
C 0.027 0.264 3.102
H 2.533 -1.384 -6.411
H 1.115 -0.569 -7.141
H 0.998 -2.262 -6.564
H -1.104 4.591 1.604
H -0.261 3.856 0.226
H -2.244 3.440 -0.954
H -2.679 4.931 -0.108
H -4.522 3.556 0.454
H -3.551 2.084 0.425
H -4.207 2.782 2.770
H -3.258 4.249 2.544
H -1.713 2.756 3.591
H -2.367 1.361 2.706
H 2.025 -2.930 -0.574
H 1.862 -3.137 -2.271
H 0.651 -2.847 1.014
H 2.109 -1.919 1.437
H 1.249 -3.400 4.634
H 2.603 -2.764 3.686
H 1.560 -4.023 3.019
H -0.884 -3.566 2.874
H -1.458 -1.937 2.531
H -1.126 -2.431 4.199
H 1.275 0.340 5.317
H 0.072 -0.942 5.541
H 1.803 -1.337 5.404
H 0.402 1.239 3.432
H -0.971 0.132 3.556
*
```

=====

Entry 2:
Molecular formula: C20H28N4O7Pd
Method: DFT, ωB97M-V/def2-TZVPD

Values from the calculation:
frontier orbital gap (spin up / spin down) = 9.2 / 8.0 eV
energy above the lowest of the compared OMol25 structures with the same formula, charge and spin = 0.0000 eV
calculated total energy = -44968.3169 eV

```
! RIJCOSX wB97M-V def2-TZVPD def2/J DEFGRID3
* xyz 0 3
Pd 1.033 -1.007 0.577
O -2.440 0.793 1.603
C -1.765 0.287 0.721
O -1.062 -0.796 0.927
C -1.932 0.877 -0.689
C -2.735 -0.082 -1.594
C -3.468 0.720 -2.670
C -2.282 1.158 -3.563
C -1.107 0.430 -2.887
O -1.725 -0.756 -2.360
C -0.706 1.182 -1.617
C 0.585 0.709 -1.003
O 0.925 1.215 0.111
O 1.221 -0.262 -1.535
H -2.512 1.783 -0.530
H -3.340 -0.807 -1.052
H -4.035 1.552 -2.254
H -4.154 0.075 -3.218
H -2.132 2.237 -3.569
H -2.410 0.828 -4.592
H -0.275 0.154 -3.528
H -0.612 2.257 -1.779
C 1.102 3.533 6.498
C -0.118 2.626 6.568
N -0.085 1.551 5.577
C -1.049 1.642 4.478
C -0.717 2.758 3.500
C 0.736 0.516 5.855
O 1.361 0.439 6.906
C 0.938 -0.595 4.853
C 1.169 -1.871 5.362
C 1.451 -2.912 4.497
C 1.517 -2.652 3.139
N 1.324 -1.427 2.652
C 1.038 -0.422 3.486
H 1.026 4.320 7.249
H 1.183 4.000 5.517
H 2.007 2.960 6.692
H -1.029 3.197 6.382
H -0.190 2.179 7.560
H -2.032 1.826 4.920
H -1.131 0.691 3.962
H -0.724 3.728 4.000
H -1.458 2.766 2.704
H 0.266 2.620 3.047
H 1.134 -2.013 6.433
H 1.623 -3.914 4.865
H 1.716 -3.427 2.411
H 0.906 0.548 3.023
C 2.102 -3.558 -2.526
N 0.708 -3.552 -2.133
C 0.320 -3.265 -0.885
N -1.014 -3.128 -0.659
O 1.181 -3.148 0.032
H 2.570 -4.524 -2.339
H 2.632 -2.787 -1.972
H 2.164 -3.327 -3.587
H -0.004 -3.700 -2.827
H -1.488 -2.672 -1.430
H -1.213 -2.668 0.222
*
```

=====

Entry 3:
Molecular formula: C20H29BFN8O5S
Method: DFT, ωB97M-V/def2-TZVPD

Values from the calculation:
frontier orbital gap = 6.3 eV
energy above the lowest of the compared OMol25 structures with the same formula, charge and spin = 16.8697 eV
calculated total energy = -57573.7626 eV

```
! RIJCOSX wB97M-V def2-TZVPD def2/J DEFGRID3
* xyz 1 1
C 3.482 -1.605 0.974
C 4.156 -2.087 -0.439
N 3.848 -1.222 -1.636
N 2.509 -0.893 -1.750
C 1.558 -1.931 -2.384
C 2.021 -3.388 -2.971
O 3.295 -3.755 -3.257
N 0.972 -4.471 -3.303
C 0.553 -5.230 -2.066
O 1.416 -6.020 -1.368
F -0.898 -5.109 -1.667
C -0.075 -1.591 -2.499
C -0.674 -0.171 -1.945
C -2.287 0.258 -1.964
O -2.789 0.573 -0.737
O -3.080 0.338 -3.200
B -4.319 -0.461 -3.130
C -5.606 -0.202 -2.141
O -4.450 -1.611 -4.094
C 0.386 0.913 -1.324
C -0.090 2.416 -0.767
N 0.081 2.565 0.740
C 1.983 0.471 -1.254
S 3.123 1.782 -0.458
H 2.322 -1.465 0.819
H 3.942 -0.594 1.344
H 3.589 -2.473 1.786
H 5.315 -2.201 -0.249
H 3.734 -3.173 -0.672
H 4.489 -0.408 -1.742
H 0.169 -4.062 -3.830
H -0.862 -2.354 -2.955
H -5.343 0.149 -1.057
H -6.232 -1.209 -2.014
H -6.374 0.605 -2.568
H -4.776 -2.430 -3.616
H 0.699 3.169 -1.253
H -1.177 2.702 -1.132
H 0.673 3.424 0.952
H 0.640 1.764 1.131
H 4.257 1.163 0.093
C -4.046 4.719 -0.028
C -2.694 5.109 0.546
N -1.572 5.433 1.023
H -3.925 4.350 -1.050
H -4.497 3.932 0.583
H -4.711 5.586 -0.039
C -2.186 7.128 4.606
C -3.586 6.705 4.193
N -4.748 6.354 3.851
H -1.873 6.570 5.493
H -1.481 6.929 3.793
H -2.172 8.197 4.835
C 4.714 1.915 3.423
C 3.314 1.492 3.010
N 2.152 1.140 2.668
H 5.027 1.357 4.310
H 5.419 1.716 2.610
H 4.728 2.984 3.652
C 0.037 -7.257 1.244
C 0.865 -7.376 2.514
N 1.551 -7.475 3.567
H -0.190 -8.253 0.852
H -0.901 -6.737 1.458
H 0.592 -6.695 0.489
*
```

=====

Entry 4:
Molecular formula: C20H29BFNO21S
Method: DFT, ωB97M-V/def2-TZVPD

Values from the calculation:
frontier orbital gap = 10.6 eV
structure (SMILES) = CB(O)N(CC(=O)OC(C)=O)S(=O)(=O)F.O=C1OCCO1.O=C1OCCO1.O=C1OCCO1.O=C1OCCO1.O=C1OCCO1
calculated total energy = -79929.7329 eV

```
! RIJCOSX wB97M-V def2-TZVPD def2/J DEFGRID3
* xyz 0 1
C -0.224 -1.774 0.874
B 0.581 -2.160 -0.409
O 0.238 -1.699 -1.633
N 1.782 -3.066 -0.338
C 2.773 -2.869 -1.424
C 4.005 -2.259 -0.801
O 4.191 -1.074 -0.742
O 4.873 -3.167 -0.281
C 5.432 -2.774 0.953
C 6.860 -2.363 0.922
O 4.753 -2.802 1.920
S 1.438 -4.620 -0.047
O 2.594 -5.425 -0.230
O 0.617 -4.724 1.105
F 0.506 -4.948 -1.270
H -0.913 -2.577 1.141
H -0.805 -0.885 0.633
H 0.454 -1.582 1.705
H -0.558 -1.151 -1.562
H 2.429 -2.180 -2.189
H 3.022 -3.808 -1.907
H 6.948 -1.521 1.595
H 7.210 -2.089 -0.068
H 7.458 -3.175 1.339
O -2.882 -0.252 -0.014
C -3.109 0.611 0.775
O -2.523 1.824 0.773
C -3.208 2.654 1.728
C -3.815 1.630 2.662
O -3.985 0.499 1.797
H -2.504 3.322 2.219
H -3.966 3.235 1.212
H -3.144 1.348 3.475
H -4.772 1.941 3.073
O -5.951 4.002 1.273
C -6.007 4.923 0.514
O -6.667 6.069 0.750
C -6.325 7.006 -0.283
C -5.894 6.088 -1.412
O -5.417 4.940 -0.693
H -7.183 7.624 -0.527
H -5.513 7.638 0.077
H -6.727 5.780 -2.045
H -5.102 6.499 -2.031
O -9.272 3.137 -2.483
C -9.187 2.759 -1.360
O -8.851 1.504 -0.987
C -8.620 1.502 0.428
C -9.428 2.698 0.886
O -9.410 3.539 -0.272
H -8.954 0.569 0.872
H -7.552 1.630 0.609
H -10.462 2.439 1.120
H -8.983 3.208 1.736
O 9.311 -0.012 1.630
C 8.974 0.266 2.733
O 9.519 1.252 3.483
C 8.712 1.438 4.649
C 8.030 0.090 4.780
O 7.986 -0.362 3.422
H 9.336 1.693 5.500
H 8.005 2.248 4.462
H 8.614 -0.620 5.366
H 7.024 0.149 5.185
O 2.866 -1.562 -5.499
C 3.113 -2.720 -5.476
O 3.187 -3.524 -6.563
C 3.725 -4.787 -6.161
C 3.388 -4.825 -4.683
O 3.363 -3.432 -4.346
H 3.266 -5.589 -6.732
H 4.801 -4.784 -6.343
H 2.401 -5.250 -4.489
H 4.128 -5.345 -4.080
*
```